Entry one
{"formula": "C10H14N2O2", "method": "ωB97M-V/def2-TZVPD", "gap_ev": 7.3128, "elements": ["C", "N", "C", "C", "H", "H", "H", "H", "H", "H", "H", "H", "C", "N", "O", "O", "C", "C", "C", "C", "C", "C", "H", "H", "H", "H", "H", "H"], "coordinates": [[0.849, -0.222, 1.539], [-0.541, -0.020, 1.171], [-0.922, 1.277, 0.646], [-1.384, -1.045, 1.129], [1.262, 0.758, 1.789], [0.917, -0.865, 2.427], [1.453, -0.687, 0.738], [-0.224, 2.015, 1.041], [-0.916, 1.323, -0.460], [-1.934, 1.536, 0.981], [-2.381, -0.819, 0.729], [-0.924, -2.039, 1.117], [-2.654, -2.242, 2.441], [-2.938, -3.225, 1.448], [-2.031, -4.021, 1.046], [-4.116, -3.359, 0.985], [-3.818, -1.680, 3.118], [-5.100, -1.574, 2.514], [-6.071, -0.733, 3.073], [-5.869, -0.117, 4.318], [-4.666, -0.388, 5.010], [-3.688, -1.203, 4.439], [-1.831, -2.569, 3.119], [-5.322, -2.134, 1.605], [-7.001, -0.555, 2.504], [-6.611, 0.557, 4.745], [-4.478, 0.052, 5.990], [-2.759, -1.476, 4.961]]}



Entry two
{"formula": "C10H14N2O2", "method": "ωB97M-V/def2-TZVPD", "gap_ev": 9.9554, "smiles": "[H]/N=C1\\[C@]23OC[C@@H](C)[C@@]2(N=C)OC[C@]13C", "elements": ["H", "N", "C", "C", "O", "C", "C", "C", "C", "N", "C", "O", "C", "C", "C", "H", "H", "H", "H", "H", "H", "H", "H", "H", "H", "H", "H", "H"], "coordinates": [[-3.409, -1.732, -1.480], [-3.295, -1.238, -0.649], [-2.224, -0.635, -0.479], [-0.969, -0.037, -0.885], [-0.535, 0.722, -1.944], [0.824, 1.223, -1.704], [1.555, 0.059, -0.917], [2.375, 0.630, 0.275], [0.270, -0.892, -0.391], [0.433, -2.072, -0.990], [0.473, -3.195, -0.447], [0.106, -0.941, 1.036], [-0.697, 0.020, 1.514], [-1.613, 0.426, 0.423], [-2.169, 1.753, 0.483], [0.608, 2.086, -1.071], [1.145, 1.588, -2.715], [2.223, -0.514, -1.533], [1.676, 1.274, 0.808], [3.042, 1.355, -0.126], [2.863, 0.022, 0.983], [0.846, -4.083, -0.951], [0.148, -3.418, 0.594], [-0.155, 1.043, 1.712], [-1.261, -0.328, 2.435], [-3.039, 2.041, -0.110], [-1.328, 2.432, 0.202], [-2.569, 1.903, 1.630]]}



The data favor entry two; the next most stable structure lies 106.0 kJ/mol above it.



Entry one
{"formula": "C7H11NO3", "method": "ωB97M-V/def2-TZVPD", "gap_ev": [9.2317, 9.2312], "smiles": "C=[N+]([O-])[C@@H]1[C@]2(C)OCO[C@]12C", "elements": ["C", "N", "O", "C", "C", "C", "O", "C", "O", "C", "C", "H", "H", "H", "H", "H", "H", "H", "H", "H", "H", "H"], "coordinates": [[-1.259, -1.627, -1.931], [-0.107, -1.801, -1.431], [0.859, -2.411, -1.921], [0.132, -1.124, -0.180], [-0.893, -0.340, 0.658], [-0.925, -0.387, 2.206], [-2.169, 0.008, 0.037], [-1.901, 1.102, -0.712], [-0.563, 0.983, -1.116], [0.144, 0.403, -0.107], [1.399, 0.964, 0.496], [-2.037, -1.435, -1.257], [-1.578, -1.954, -2.901], [0.969, -1.664, 0.289], [-1.367, -1.360, 2.542], [-1.783, 0.258, 2.471], [0.151, -0.163, 2.541], [-2.497, 1.086, -1.733], [-2.138, 2.108, -0.254], [2.146, 1.337, -0.190], [1.740, 0.161, 1.017], [1.265, 1.827, 1.204]]}



Entry two
{"formula": "C7H11NO3", "method": "ωB97M-V/def2-TZVPD", "gap_ev": 9.5885, "smiles": "O=C1CC[C@@H](O)[C@@H]2[C@@H](O)CN12", "elements": ["O", "C", "C", "C", "C", "O", "C", "C", "O", "C", "N", "H", "H", "H", "H", "H", "H", "H", "H", "H", "H", "H"], "coordinates": [[-1.848, 2.355, 0.126], [-1.247, 1.407, -0.343], [-1.671, 0.288, -1.289], [-1.291, -1.033, -0.618], [0.227, -1.241, -0.665], [0.741, -1.283, -1.986], [0.889, -0.023, -0.098], [1.143, 0.073, 1.407], [2.470, -0.125, 1.873], [0.652, 1.559, 1.267], [0.046, 1.146, 0.060], [-2.720, 0.405, -1.548], [-1.051, 0.317, -2.212], [-1.733, -1.887, -1.127], [-1.679, -1.102, 0.412], [0.547, -2.142, -0.087], [0.405, -2.126, -2.372], [1.767, 0.216, -0.696], [0.417, -0.486, 1.988], [2.392, -0.460, 2.761], [-0.028, 1.988, 2.047], [1.573, 2.154, 1.101]]}



Entry three
{"formula": "C7H11NO3", "method": "ωB97M-V/def2-TZVPD", "gap_ev": 9.1094, "smiles": "CN(C)[C@H]1CC(=O)C(O)=C1O", "elements": ["C", "N", "C", "C", "C", "C", "O", "C", "O", "C", "O", "H", "H", "H", "H", "H", "H", "H", "H", "H", "H", "H"], "coordinates": [[1.312, -0.091, -1.502], [1.316, -0.278, 0.031], [2.530, -0.157, 0.658], [0.152, 0.145, 0.713], [-0.553, 1.407, 0.423], [-2.062, 1.201, 0.344], [-2.888, 2.029, 0.541], [-2.327, -0.257, 0.021], [-3.527, -0.793, -0.254], [-1.248, -0.964, 0.150], [-0.935, -2.220, -0.056], [1.908, 0.809, -1.668], [1.577, -1.039, -2.102], [0.202, 0.090, -1.735], [2.740, 0.930, 0.745], [2.470, -0.445, 1.782], [3.208, -0.877, 0.268], [0.243, 0.044, 1.831], [-0.285, 1.855, -0.484], [-0.410, 2.200, 1.209], [-3.437, -1.417, -0.932], [0.015, -2.173, 0.018]]}



The data favor entry two; the next most stable structure lies 217.2 kJ/mol above it.



Entry one
{"formula": "C5H13N3O", "method": "ωB97M-V/def2-TZVPD", "gap_ev": 7.7478, "elements": ["C", "N", "C", "C", "H", "H", "H", "H", "H", "H", "H", "N", "N", "C", "C", "O", "H", "H", "H", "H", "H", "H"], "coordinates": [[1.770, 1.187, -0.231], [1.331, -0.183, -0.337], [-0.169, -0.515, -1.270], [-0.749, 0.269, -2.225], [2.079, -0.850, -0.477], [0.029, -1.551, -1.513], [2.827, 1.298, -0.474], [1.195, 1.822, -0.915], [1.602, 1.558, 0.790], [-0.987, 1.306, -2.039], [-0.689, -0.057, -3.253], [-0.870, -0.497, 0.192], [-1.444, 0.730, 0.529], [0.297, -0.828, 1.156], [0.354, -0.265, 2.394], [-1.845, -1.567, 0.207], [-2.227, -1.496, -0.689], [-2.189, 0.928, -0.132], [-1.797, 0.635, 1.479], [0.482, -1.889, 1.055], [0.157, 0.782, 2.570], [0.842, -0.817, 3.183]]}



Entry two
{"formula": "C5H13N3O", "method": "ωB97M-V/def2-TZVPD", "gap_ev": 9.3312, "smiles": "[H]/N=N/[C@H](C)C=C.CNO", "elements": ["H", "N", "N", "C", "C", "C", "C", "H", "H", "H", "H", "H", "H", "H", "C", "N", "O", "H", "H", "H", "H", "H"], "coordinates": [[-1.110, 1.141, 3.014], [-0.699, 1.094, 2.073], [-1.604, 1.191, 1.219], [-1.247, 1.183, -0.169], [-1.929, -0.004, -0.847], [0.286, 1.255, -0.462], [0.861, 0.926, -1.623], [-1.695, 2.108, -0.563], [-1.852, 0.081, -1.927], [-1.478, -0.933, -0.507], [-2.988, -0.026, -0.579], [0.750, 2.013, 0.159], [0.439, 0.179, -2.281], [1.805, 1.358, -1.912], [1.040, -2.195, 0.190], [1.003, -0.891, 0.835], [2.344, -0.415, 0.993], [1.749, -2.885, 0.654], [1.322, -2.048, -0.851], [0.044, -2.625, 0.231], [0.636, -0.959, 1.794], [2.324, 0.451, 0.558]]}



The data favor entry two; the next most stable structure lies 288.8 kJ/mol above it.



Entry one
{"formula": "C2H9NO2", "method": "ωB97M-V/def2-TZVPD", "gap_ev": 9.5018, "smiles": "CNCO.O", "elements": ["C", "N", "C", "O", "H", "H", "H", "H", "H", "H", "H", "O", "H", "H"], "coordinates": [[-0.942, -0.240, 1.408], [-0.929, 0.595, 0.193], [-1.259, -0.088, -1.014], [-0.259, -1.020, -1.467], [-0.791, -1.299, 1.172], [-1.888, -0.129, 1.928], [-0.111, 0.043, 2.046], [-0.028, 1.046, 0.094], [-2.163, -0.685, -0.886], [-1.388, 0.661, -1.799], [0.570, -0.817, -1.020], [2.731, 0.446, -0.241], [3.394, 0.548, -0.930], [3.066, 0.938, 0.516]]}



Entry two
{"formula": "C2H9NO2", "method": "ωB97M-V/def2-TZVPD", "gap_ev": 11.0159, "smiles": "C=NC.O.O", "elements": ["C", "N", "C", "H", "H", "H", "H", "H", "O", "H", "H", "O", "H", "H"], "coordinates": [[-1.073, 0.786, 0.861], [-0.662, -0.396, 0.732], [-1.543, -1.431, 1.292], [-0.403, 1.620, 0.643], [-2.068, 1.119, 1.144], [-1.757, -2.121, 0.471], [-2.447, -1.017, 1.640], [-0.953, -1.989, 2.013], [1.126, 0.830, -2.776], [1.632, 0.326, -2.125], [0.847, 0.094, -3.342], [2.770, 0.800, -0.364], [1.959, 1.320, -0.404], [2.572, 0.059, 0.215]]}



The data favor entry one; the next most stable structure lies 51.9 kJ/mol above it.



Entry one
{"formula": "C7H4", "method": "ωB97M-V/def2-TZVPD", "gap_ev": 11.1948, "smiles": "C#CC(C#C)C#C", "elements": ["C", "C", "C", "C", "C", "C", "C", "H", "H", "H", "H"], "coordinates": [[2.467, -0.860, -0.210], [1.335, -0.551, 0.098], [-0.031, -0.141, 0.464], [-0.252, 1.325, 0.455], [-0.500, 2.500, 0.445], [-1.060, -0.822, -0.341], [-1.880, -1.456, -0.940], [3.448, -1.128, -0.482], [-0.235, -0.469, 1.485], [-0.662, 3.564, 0.559], [-2.630, -1.961, -1.533]]}



Entry two
{"formula": "C7H4", "method": "ωB97M-V/def2-TZVPD", "gap_ev": [7.9741, 7.9733], "elements": ["C", "C", "C", "C", "C", "C", "C", "H", "H", "H", "H"], "coordinates": [[-0.121, 0.813, -1.364], [-1.386, 0.932, -1.166], [0.159, -1.202, 0.006], [-0.864, -0.606, 0.783], [0.817, -0.003, -0.766], [-1.283, 0.708, 0.215], [0.553, 0.043, 0.743], [0.626, -2.234, 0.040], [1.834, -0.052, -1.080], [-1.429, 1.382, 0.959], [1.094, 0.219, 1.630]]}



The data favor entry one; the next most stable structure lies 368.2 kJ/mol above it.